Here is C62H49Cl2N8O5STi as an isolated structure from the Open Molecules 2025 dataset. Energies are from ωB97M-V with the def2-TZVPD basis set.

XYZ file:
```
128
Properties=species:S:1:pos:R:3
Ti -0.07909 0.01014 -0.16058
S -0.32951 6.24713 4.98003
N -1.55522 5.37896 4.38653
C -1.01254 4.42554 3.65522
C -1.73303 3.40703 2.92404
C -3.11348 3.25304 2.97086
C -3.68173 2.24096 2.23131
C -2.86700 1.45274 1.42715
N -1.54999 1.59232 1.37029
C -0.98814 2.52091 2.13590
C 0.47990 2.52662 2.15309
N 1.09036 1.54484 1.47421
C 2.40892 1.45349 1.60232
C 3.17892 2.33545 2.35455
C 2.56262 3.37774 2.99829
C 1.17639 3.47077 2.90923
C 0.41104 4.46604 3.63043
N 0.92241 5.44934 4.34431
H -3.70644 3.91638 3.58763
H -4.74964 2.06202 2.24206
H -3.27493 0.68710 0.78464
H 2.86824 0.64795 1.05532
H 4.24976 2.18987 2.40017
H 3.11301 4.10446 3.58236
C -4.59200 1.33595 -1.24136
C -4.43710 -0.16158 -1.12440
C -5.63118 -0.87766 -1.07135
C -5.64441 -2.25451 -1.00982
C -4.42655 -2.91023 -0.98479
C -3.20556 -2.24183 -1.00544
C -1.99662 -3.13564 -0.98128
C -3.17361 -0.81567 -1.08418
N -1.98362 -0.04661 -1.16444
C -1.83606 0.69238 -2.34655
C -2.58726 0.32554 -3.60234
C -0.91409 1.67701 -2.36068
C -0.68688 2.61198 -3.51176
N -0.10310 1.79708 -1.21016
C 0.27790 3.11009 -0.83008
C 1.63880 3.48574 -0.80172
C 2.68963 2.62391 -1.42908
C 2.01864 4.70748 -0.25207
C 1.08122 5.61116 0.21936
C -0.26085 5.29900 0.08398
C -0.67050 4.07961 -0.44969
C -2.14131 3.82608 -0.59726
H -5.18332 1.73912 -0.41303
H -5.12260 1.58710 -2.16486
H -3.64150 1.84857 -1.27290
H -6.56568 -0.32306 -1.09624
H -6.57730 -2.80618 -0.98258
H -4.40376 -3.99326 -0.93140
H -2.29153 -4.12975 -0.63725
H -1.21071 -2.77456 -0.33843
H -1.56583 -3.24300 -1.97786
H -3.16698 -0.58830 -3.47862
H -1.89081 0.16052 -4.43027
H -3.27684 1.11587 -3.92143
H -0.49395 2.06822 -4.44534
H 0.17706 3.25220 -3.33225
H -1.54960 3.26131 -3.70202
H 2.24359 1.77872 -1.94297
H 3.39182 2.21160 -0.70305
H 3.27681 3.21786 -2.13689
H 3.07655 4.95209 -0.21721
H 1.38822 6.55453 0.65621
H -1.02195 6.00505 0.40648
H -2.70061 4.23638 0.24856
H -2.33129 2.76473 -0.67430
H -2.52733 4.29539 -1.50885
Cl 4.30991 0.05613 -2.55483
C 4.02995 -1.12080 -1.31119
C 4.97252 -2.16133 -1.20683
C 4.82218 -3.16151 -0.30034
Cl 6.01413 -4.43354 -0.21268
C 3.70124 -3.18459 0.56421
C 3.43923 -4.18817 1.51561
C 2.30180 -4.11822 2.26811
C 1.42394 -3.03824 2.06780
N 1.64676 -2.08783 1.19930
C 2.76296 -2.13603 0.45223
C 2.89216 -1.06154 -0.50935
O 1.97928 -0.13936 -0.58334
H 5.82205 -2.15860 -1.87633
H 4.13304 -5.01066 1.62428
H 2.06083 -4.87815 3.00047
H 0.49846 -2.97742 2.63071
O 1.13406 -3.33395 -1.58851
C 0.88016 -2.25738 -2.11096
O 0.09281 -1.35252 -1.62416
C 1.50625 -1.91121 -3.44399
C 1.20432 -0.72128 -4.09117
C 1.82804 -0.37018 -5.29223
C 2.76215 -1.24794 -5.78084
O 3.50789 -1.14824 -6.93630
C 4.45768 -2.20746 -6.85718
O 4.01438 -3.12238 -5.86620
C 3.06634 -2.43059 -5.13372
C 2.45377 -2.79998 -3.96832
H 0.48305 -0.05604 -3.63659
H 1.60157 0.55968 -5.79945
H 5.43115 -1.79646 -6.56721
H 4.50894 -2.71424 -7.81898
H 2.68298 -3.71645 -3.43902
N -0.82454 -0.93191 1.39028
C -1.28493 -1.15066 2.54408
C -0.80753 -0.39406 3.76081
C 0.54905 -0.18112 3.99307
C 0.96258 0.58783 5.07140
C 0.02318 1.17277 5.91349
C -1.33021 0.94717 5.69957
C -1.74226 0.14367 4.64483
C -2.35748 -2.16356 2.85166
C -3.60995 -2.12203 2.25291
C -4.58272 -3.05318 2.59929
C -4.30859 -4.03772 3.53568
C -3.05970 -4.08227 4.14316
C -2.09855 -3.13990 3.81423
H 1.26760 -0.60822 3.30909
H 2.02154 0.74710 5.24264
H 0.34711 1.79300 6.74229
H -2.06601 1.39737 6.35706
H -2.79659 -0.05156 4.48612
H -3.82938 -1.37423 1.50288
H -5.55142 -3.00748 2.11633
H -5.06741 -4.76650 3.79584
H -2.83636 -4.84980 4.87503
H -1.13655 -3.15258 4.31627
```

Total charge: -1
Highest occupied orbital energy (alpha / beta) in eV: -3.55 / -3.55
Maximum force in eV/A: 1.362
Orbital gap (alpha / beta) in eV: 5.0 / 5.0
E_tot in hartree: -5374.60655
ΔE to the lowest compared entry with this formula, charge and spin in kcal per mole: 0.0
LUMO (alpha / beta) in eV: 1.42 / 1.42

Here is a 2-piece molecular cluster, C2H7N5O overall from the Open Molecules 2025 dataset. Energies are from ωB97M-V with the def2-TZVPD basis set.

XYZ file:
```
15
Properties=species:S:1:pos:R:3
C -0.70306 -0.05133 1.14689
N 0.82208 1.17402 -1.33508
C -0.67257 -0.39184 -0.32369
N 1.20976 1.80917 -0.17430
N -1.68848 -1.23071 -0.74891
N 1.47908 -1.07700 -0.59565
N -0.15581 0.33801 -1.33833
O 2.06041 -0.85359 0.39020
H 2.00946 2.38807 -0.38769
H 1.34404 1.26506 0.67469
H -1.65832 -1.44251 -1.73605
H -1.91242 -2.01053 -0.15099
H -1.55076 -0.53736 1.62886
H -0.79121 1.02206 1.30258
H 0.20779 -0.40154 1.64747
```

Total charge: 0
Highest occupied orbital energy (alpha / beta) in eV: -6.94 / -6.94
Maximum force in eV/A: 1.283
Orbital gap (alpha / beta) in eV: 7.1 / 7.1
E_tot in hartree: -429.22902
ΔE to the lowest compared entry with this formula, charge and spin in kcal per mole: 122.0
LUMO (alpha / beta) in eV: 0.17 / 0.11

Here is a 15-piece molecular cluster, C79H167N8O21 overall from the Open Molecules 2025 dataset. Energies are from ωB97M-V with the def2-TZVPD basis set.

XYZ file:
```
275
Properties=species:S:1:pos:R:3
C -17.90784 24.68508 13.01120
C -16.75041 23.72191 12.72400
C -15.54120 24.45061 11.99076
N -14.29705 23.58993 11.70683
C -13.32968 24.50053 10.92211
C -12.05554 23.75927 10.41291
C -12.43040 22.51836 9.62914
C -13.32375 21.53028 10.46716
C -14.64706 22.25608 10.89086
C -13.56517 23.38667 13.02741
H -18.38612 25.13873 12.14312
H -17.67777 25.51569 13.67847
H -18.77300 24.20995 13.47364
H -17.09343 22.79144 12.27163
H -16.49723 23.45404 13.74979
H -15.26235 25.36947 12.50656
H -15.96209 24.72863 11.02449
H -13.91884 24.63105 10.01439
H -13.04027 25.37779 11.50068
H -11.47851 24.36239 9.71192
H -11.43763 23.59536 11.29576
H -12.98127 22.65267 8.69822
H -11.51106 22.05161 9.27551
H -13.56534 20.63133 9.90003
H -12.87125 21.10627 11.36357
H -15.12863 22.64881 9.99533
H -15.36779 21.69001 11.48095
H -13.40592 24.31989 13.56762
H -12.62199 22.86473 12.86589
H -14.22221 22.81956 13.68680
C -8.63160 13.49154 9.82890
C -9.09233 14.63346 10.71115
C -9.66966 15.84485 9.99867
N -10.51886 16.80329 10.90728
C -9.55651 17.47093 11.93238
C -8.71538 18.61503 11.37343
C -9.49983 19.51599 10.39751
C -10.31271 18.80002 9.32597
C -11.25483 17.78552 9.98498
C -11.56356 16.05971 11.68113
H -8.43049 12.69264 10.54263
H -7.73695 13.79741 9.28656
H -9.32138 13.04069 9.11543
H -8.30997 14.95911 11.39669
H -9.84943 14.17170 11.34493
H -10.37684 15.46126 9.26325
H -8.91861 16.46575 9.51029
H -8.93891 16.69448 12.38382
H -10.29041 17.85882 12.63880
H -7.87154 18.25027 10.78778
H -8.21238 19.10325 12.20814
H -8.74176 20.09382 9.86879
H -10.08605 20.25221 10.94744
H -9.75228 18.33736 8.51358
H -10.88732 19.59179 8.84533
H -11.74964 17.25309 9.17270
H -12.12565 18.24042 10.45703
H -12.07316 15.56056 10.85696
H -12.25722 16.62431 12.30417
H -11.07601 15.31195 12.30663
C -13.77717 15.16233 4.62134
C -14.58329 15.73394 5.87282
C -14.83636 17.33399 5.77513
N -15.54221 17.97450 7.00407
C -15.73334 19.44247 6.66241
C -16.71917 20.18335 7.60329
C -18.02437 19.39321 7.70600
C -17.80644 17.92566 8.16765
C -16.85760 17.19969 7.20397
C -14.83633 17.78276 8.34951
H -13.89668 14.08030 4.56631
H -12.74667 15.51647 4.64855
H -14.18987 15.49529 3.66901
H -14.13249 15.52348 6.84266
H -15.52554 15.18818 5.82367
H -15.35718 17.69250 4.88726
H -13.88607 17.86563 5.72622
H -16.14250 19.51859 5.65499
H -14.83710 20.06261 6.67935
H -16.87360 21.12328 7.07341
H -16.31928 20.48455 8.57152
H -18.45402 19.40157 6.70429
H -18.71847 19.95711 8.32917
H -18.71969 17.35290 8.00635
H -17.52440 17.82674 9.21588
H -17.36536 17.03778 6.25315
H -16.58522 16.22365 7.60555
H -14.57207 16.77921 8.68291
H -15.31990 18.37725 9.12464
H -13.95235 18.39191 8.16079
C -9.60491 21.80632 13.69687
C -9.84123 22.54701 14.99094
C -9.85966 24.06929 14.70476
N -10.31994 25.04372 15.85730
C -11.77902 24.72933 16.26952
C -12.29230 25.73487 17.33346
C -11.96303 27.19489 16.99242
C -10.59465 27.49315 16.44595
C -10.15622 26.46837 15.31570
C -9.36871 24.89823 17.06211
H -8.75707 22.29233 13.21409
H -10.46862 21.96655 13.05156
H -9.44262 20.72927 13.73825
H -9.11310 22.31173 15.76719
H -10.80048 22.11170 15.27102
H -10.39637 24.23008 13.76978
H -8.83219 24.40091 14.55496
H -12.44350 24.65590 15.40861
H -11.75793 23.73158 16.70787
H -13.37488 25.71466 17.45888
H -11.97946 25.58666 18.36703
H -12.62651 27.41175 16.15524
H -12.19337 27.84131 17.83929
H -10.64273 28.50577 16.04546
H -9.89466 27.54790 17.27970
H -10.73727 26.63451 14.40857
H -9.14315 26.68501 14.97681
H -8.35138 25.25140 16.89355
H -9.39829 23.84105 17.32589
H -9.73571 25.43473 17.93708
C -18.66910 21.68790 16.00989
C -17.24138 21.40756 16.31555
C -16.77112 21.85805 17.70523
N -15.29618 21.60462 18.02232
C -14.84904 20.15667 18.00436
C -15.43439 19.34000 19.22124
C -15.09006 20.06380 20.52788
C -15.51256 21.50856 20.58905
C -14.98077 22.25500 19.41381
C -14.42800 22.32059 16.99501
H -19.02115 22.70958 16.15251
H -19.39295 21.19932 16.66214
H -18.91610 21.40275 14.98725
H -16.74492 21.98176 15.53329
H -17.10475 20.33929 16.14755
H -17.23560 21.18498 18.42588
H -17.06626 22.89845 17.84148
H -15.07970 19.69507 17.04425
H -13.76726 20.13501 18.13623
H -16.50921 19.16710 19.27575
H -15.01558 18.33391 19.19954
H -15.67745 19.53394 21.27776
H -14.03107 20.02485 20.78307
H -16.59459 21.62565 20.64901
H -14.98068 21.97865 21.41623
H -15.42468 23.24611 19.32028
H -13.91079 22.43905 19.51064
H -13.39186 22.27231 17.32993
H -14.72376 23.36965 16.98566
H -14.65562 21.81911 16.05437
C -20.95328 28.69493 13.40831
C -19.45854 28.60378 13.14520
C -18.83496 30.03787 12.98628
N -17.24247 30.09902 12.68730
C -16.94833 29.35465 11.35836
C -15.51680 29.71557 10.92663
C -15.16859 31.24817 10.90895
C -15.46457 31.85615 12.21850
C -16.93030 31.64178 12.73426
C -16.42817 29.38230 13.79087
H -21.42333 27.72199 13.55160
H -21.50748 29.12226 12.57263
H -21.25429 29.33433 14.23816
H -19.15747 27.97450 12.30767
H -18.91853 28.16239 13.98285
H -18.88124 30.52897 13.95827
H -19.46084 30.55877 12.26168
H -17.65251 29.84539 10.68650
H -16.98450 28.26732 11.42547
H -15.43820 29.32134 9.91346
H -14.79620 29.13149 11.49907
H -15.76433 31.69865 10.11506
H -14.12962 31.46316 10.65910
H -15.23243 32.92087 12.19412
H -14.70717 31.47426 12.90305
H -17.63904 32.18001 12.10490
H -17.09859 31.95920 13.76335
H -16.69134 28.32647 13.72724
H -16.76154 29.88917 14.69643
H -15.35661 29.43350 13.59791
C -21.26579 24.75925 16.11782
C -21.08964 26.05675 16.89668
C -19.71990 26.25186 17.64075
N -19.72838 27.65943 18.33530
C -20.91660 27.89944 19.28837
C -21.15475 26.72267 20.29124
C -19.76304 26.55707 21.03690
C -18.39546 26.67755 20.27335
C -18.44765 27.82229 19.24621
C -19.54148 28.88349 17.39069
H -21.07578 23.86118 16.70558
H -20.79047 24.69631 15.13894
H -22.30862 24.81082 15.80485
H -21.94679 26.10167 17.56852
H -21.27128 26.87822 16.20365
H -18.80775 26.24960 17.04404
H -19.64445 25.54901 18.47046
H -21.76968 27.93166 18.61065
H -20.67126 28.81100 19.83331
H -21.54390 25.78062 19.90498
H -21.93559 26.96778 21.01118
H -19.71468 25.60425 21.56405
H -19.85524 27.30020 21.82896
H -18.07848 25.76606 19.76658
H -17.58207 26.90103 20.96368
H -17.60901 27.70395 18.56007
H -18.32782 28.86570 19.53781
H -20.44649 28.87839 16.78320
H -18.65060 28.85378 16.76335
H -19.52656 29.80999 17.96469
C -10.42489 25.11278 7.01008
C -11.29763 26.23229 7.47735
C -10.57528 27.35016 8.29381
N -11.38140 28.63600 8.77620
C -11.70494 29.51996 7.56276
C -12.14479 30.91894 8.02957
C -11.23011 31.70234 9.06234
C -10.74337 30.81504 10.22848
C -10.40679 29.37156 9.79678
C -12.61847 28.19534 9.53368
H -9.81633 25.26159 6.11812
H -11.07977 24.32152 6.64520
H -9.88191 24.57163 7.78495
H -12.13986 25.91642 8.09296
H -11.69806 26.75502 6.60873
H -9.78433 27.80672 7.69879
H -10.13474 26.98904 9.22312
H -10.83201 29.65071 6.92323
H -12.48418 28.97775 7.02713
H -12.19358 31.53155 7.12934
H -13.15609 30.83708 8.42791
H -10.35405 32.18767 8.63213
H -11.79164 32.55199 9.45077
H -9.87271 31.24857 10.72052
H -11.48643 30.77376 11.02488
H -9.52959 29.47665 9.15836
H -10.22896 28.74651 10.67187
H -12.19298 27.61545 10.35270
H -13.16051 27.59231 8.80523
H -13.10584 29.06079 9.98264
O -17.70996 20.60852 12.66296
C -17.70392 20.57942 11.34364
O -16.81357 19.83002 10.86925
O -18.54855 21.18753 10.61133
H -17.02961 19.93459 12.59558
O -14.51943 20.03042 13.46927
C -13.33470 19.81964 14.04593
O -12.71877 18.79046 13.70441
O -12.92090 20.48416 14.94713
H -14.23997 19.25674 12.97437
O -11.29688 21.65930 6.64698
C -11.78941 20.61258 5.97179
O -11.99438 19.54646 6.58120
O -12.03903 20.73882 4.78441
H -11.58907 22.26228 5.95950
O -12.49811 28.53055 12.60194
C -11.84370 29.39044 13.32772
O -10.58173 29.33822 13.37498
O -12.53722 30.22414 13.93820
H -11.77689 27.93502 12.38567
O -15.26960 25.50156 15.53306
C -15.91836 26.23844 16.40997
O -16.01208 25.89351 17.59306
O -16.44227 27.26720 15.92011
H -15.41427 26.15694 14.84666
O -15.55598 24.98220 7.32712
C -15.28727 26.19693 7.62932
O -14.63518 26.93326 6.87040
O -15.89916 26.56290 8.65851
H -15.96176 24.95457 8.19670
O -8.62697 27.53360 12.44809
C -9.30185 26.48084 11.90871
O -10.53370 26.46532 12.02023
O -8.71304 25.64195 11.28894
H -9.43484 27.89333 12.82163
```

Total charge: +1
Highest occupied orbital energy in eV: -8.16
Maximum force in eV/A: 6.645
Orbital gap in eV: 6.3
E_tot in hartree: -5127.94432
ΔE to the lowest compared entry with this formula, charge and spin in kcal per mole: 0.0
LUMO in eV: -1.90

Here is a 2-piece molecular cluster, C3H5N overall from the Open Molecules 2025 dataset. Energies are from ωB97M-V with the def2-TZVPD basis set.

XYZ file:
```
9
Properties=species:S:1:pos:R:3
C 2.03952 0.00786 -0.13685
C -0.49779 0.77695 0.00304
C -1.64848 0.27952 0.29126
N -2.73075 -0.04712 0.72987
H 2.41083 0.94763 0.29572
H 2.08948 -0.73282 0.68164
H -0.35983 1.84172 -0.05495
H 0.48638 0.22145 -0.22311
H -3.51920 -0.25943 0.13613
```

Total charge: 0
Highest occupied orbital energy (alpha / beta) in eV: -8.59 / -8.90
Multiplicity: 3
<S²>: 2.008
Maximum force in eV/A: 3.095
Orbital gap (alpha / beta) in eV: 9.5 / 7.5
E_tot in hartree: -171.81442
ΔE to the lowest compared entry with this formula, charge and spin in kcal per mole: 49.2
LUMO (alpha / beta) in eV: 0.96 / -1.40